2 unconnected molecules or ions with the total composition C4H13NO2. Source: the Open Molecules 2025 dataset; level of theory: ωB97M-V/def2-TZVPD.

The highest occupied orbital energy comes out at -9.37 eV. The calculation puts the total energy at -9943.3700 eV. The calculation puts the largest force on an atom at 1.68 eV/Å. The energy relative to the best compared isomer or geometry (same formula, charge and spin) is 19.1 kcal/mol. Its HOMO-LUMO gap is 10.19 eV.

```
! RIJCOSX wB97M-V def2-TZVPD def2/J DEFGRID3
* xyz 0 1
H 1.38 0.70 -1.13
N 0.10 -1.69 0.91
H 0.91 2.72 -1.84
H 1.03 2.01 1.61
C -0.50 0.71 0.92
O -1.90 -2.78 -2.37
H -1.81 -0.92 0.40
H -1.24 -3.13 -1.81
C 0.98 1.15 0.96
O 0.67 2.60 -0.92
H 0.47 -1.40 1.81
C -0.74 -0.67 0.32
H -2.11 -1.96 -1.94
H -0.90 0.68 1.94
H 2.54 1.83 -0.33
H 1.57 0.28 1.24
H -0.33 -2.60 1.03
C 1.50 1.53 -0.43
H -1.01 1.50 0.37
H -0.60 -0.56 -0.76
*
```